one | Below is a single C3H9N5O molecule, with properties calculated with wB97M-V/def2-TZVPD.

* 2S+1: 1
* HOMO-LUMO gap: 9.47 eV
* SMILES: [H]/N=C(/N)N(N)/C(CO)=N/[H]

XYZ file:
```
18
Properties=species:S:1:pos:R:3:nbo_charge:R:1
O 1.8004 -0.9971 1.2918 -0.702
N -1.8388 0.9039 0.6459 -0.654
N 0.7819 0.9125 -1.7361 -0.821
N -1.4224 -1.8068 0.7652 -0.726
N 0.5994 2.2681 0.1100 -0.712
N -0.7286 0.3061 -0.0559 -0.346
C -0.5076 -1.0138 0.3015 0.428
C 0.2381 1.1952 -0.5233 0.547
C 1.0276 -1.4677 0.2077 -0.131
H 0.0029 2.2970 0.9520 0.356
H 1.4132 1.6240 -2.0929 0.403
H 1.0137 -2.5599 0.2493 0.183
H 1.4993 -1.2176 -0.7439 0.192
H -2.3376 1.5365 0.0195 0.355
H 1.8026 -0.0194 1.2422 0.476
H -1.0158 -2.7003 1.0638 0.360
H 0.1728 0.6125 -2.4878 0.393
H -2.5010 0.1268 0.7911 0.397
```

***

two | Below is a single C3H9N5O molecule, with properties calculated with wB97M-V/def2-TZVPD.

* 2S+1: 1
* HOMO-LUMO gap: 8.64 eV
* SMILES: CN(O)C(N)(N)N=C=N

XYZ file:
```
18
Properties=species:S:1:pos:R:3:nbo_charge:R:1
O -0.3201 -1.7119 0.9703 -0.563
N 2.7942 0.1770 0.3705 -0.790
N -1.4955 0.7700 1.3616 -0.832
N -1.2232 1.1884 -0.9548 -0.854
N -0.1626 -0.7431 -0.0317 -0.238
N 0.6461 1.2879 0.5940 -0.609
C -0.6143 0.6855 0.2385 0.545
C 1.6450 0.5983 0.3314 0.756
C 0.1567 -1.2668 -1.3352 -0.427
H -2.2796 0.1376 1.2505 0.370
H -2.1990 1.4204 -0.8219 0.380
H 0.5137 -1.6863 1.4705 0.464
H 1.1206 -1.7788 -1.2705 0.193
H -1.0137 0.5526 2.2243 0.380
H -0.6321 -1.9512 -1.6468 0.186
H -0.7572 2.0151 -1.3071 0.383
H 3.5598 0.7789 0.6272 0.429
H 0.2610 -0.4736 -2.0707 0.227
```

***

Verdict on stability: two comes out at the bottom.

***

one | Below is 2 unconnected molecules or ions with the total composition CH2N2O, with properties calculated with wB97M-V/def2-TZVPD.

* 2S+1: 1
* HOMO-LUMO gap: 9.23 eV

XYZ file:
```
6
Properties=species:S:1:pos:R:3:nbo_charge:R:1
O 0.6608 -0.5951 -0.5289 -0.637
N -1.0634 1.4636 0.3999 0.107
N -0.4399 1.6671 -0.5472 -0.117
C 0.0196 -1.0072 0.5629 0.102
H 0.4758 -1.9762 0.8321 0.097
H 0.3471 0.4478 -0.7186 0.449
```

***

two | Below is a single CH2N2O molecule, with properties calculated with wB97M-V/def2-TZVPD.

* 2S+1: 1
* HOMO-LUMO gap: 11.94 eV
* SMILES: N#CON

XYZ file:
```
6
Properties=species:S:1:pos:R:3:nbo_charge:R:1
O 1.1497 1.1176 -0.2394 -0.386
N -0.1186 0.4141 0.1188 -0.466
N 3.0936 -0.4434 0.1752 -0.381
C 2.2071 0.2255 -0.0456 0.533
H -0.3987 0.8288 0.9707 0.350
H -0.6733 0.6949 -0.6127 0.349
```

***

Verdict on stability: two comes out at the bottom.